# C44H45F3NO4S3V

A molecular structure, C44H45F3NO4S3V (ωB97M-V with the def2-TZVPD basis set, the OMol25 dataset).

Properties
- HOMO-LUMO gap (alpha / beta): 0.207 / 0.272 Eh
- Energy relative to the best compared isomer or geometry (same formula, charge and spin): 0.0 kcal per mole
- Max |F|: 0.778 eV Å⁻¹
- Net charge: -1
- LUMO level (alpha / beta): 0.0810 / 0.0810 hartree
- Expectation value of S²: 3.76
- Spin multiplicity: 4
- Total energy: -122387.7313 eV

Atoms and positions in Å:
1 V -1.44290 -0.23262 -0.91766
2 C -1.28408 5.56076 1.09644
3 C -0.18672 2.33795 3.27755
4 H 2.61325 0.01842 1.36999
5 H 5.28754 2.99947 1.75820
6 H -1.28319 4.22532 3.48062
7 S 1.77994 -0.64193 -4.15719
8 S -2.40725 3.11079 1.72201
9 C -2.36462 -2.59396 1.03285
10 H -2.17402 2.81333 4.04892
11 H -4.05627 -3.32954 -4.41250
12 C -0.50580 6.40824 0.32502
13 O -2.22781 1.73558 1.20010
14 C -0.62276 3.69477 -0.28167
15 C 2.51194 0.41729 -3.00157
16 C -0.84691 -1.43969 -3.55158
17 C -1.87831 -1.42055 -2.59120
18 C 4.98431 2.38696 0.90497
19 H -4.96105 -5.52024 -1.45823
20 C 0.14199 4.55164 -1.06322
21 C 3.27665 2.07980 -0.90370
22 H 4.52027 5.02881 0.40682
23 C -1.61608 -5.17525 -1.65983
24 H 2.39053 2.32408 1.78351
25 H 0.79793 6.56889 -1.37293
26 H 0.71752 -4.30985 -0.91414
27 H -0.87247 1.21489 4.97855
28 C -0.02879 -3.67265 -0.43787
29 C -3.14106 -2.79794 -4.17032
30 H 5.83547 2.30997 0.22647
31 C -2.07881 -2.81299 -5.08228
32 H -1.87482 0.10013 2.85496
33 H 0.70559 0.73640 4.41149
34 H -0.71202 2.64208 -0.51532
35 C -3.03770 -2.12081 -2.97097
36 O -2.37694 -2.92668 2.22117
37 S 0.00086 -0.93620 2.02357
38 H -0.46568 7.46507 0.55727
39 H 5.15941 2.19643 -1.95266
40 C 1.67651 -1.93291 3.96877
41 H -4.88884 -2.55636 0.64865
42 H 0.78895 -2.40825 4.37074
43 C 2.00513 1.52959 -0.92019
44 C -0.92748 -2.12257 -4.77417
45 H 0.09949 -2.66187 -0.83983
46 H -2.15703 -6.89505 -3.55974
47 C 1.58375 -1.11813 2.84378
48 H 5.01836 -1.72940 4.47417
49 H -1.86803 5.95645 1.92061
50 N 0.36708 0.07765 -2.11006
51 H 1.30708 1.70257 -0.11657
52 H -3.44460 -7.64407 -2.60999
53 C 4.05294 -1.55990 4.01435
54 O -2.26749 -1.38225 0.62697
55 C 4.16054 1.77741 -1.95469
56 C -4.99081 -3.62679 0.46582
57 C 3.75961 3.00626 0.21772
58 H 2.98783 -2.76881 5.43766
59 C -2.51916 -3.67765 -0.01589
60 H 3.08912 3.92368 2.04449
61 H 0.11110 2.12542 2.24923
62 C 3.79315 0.95632 -3.00009
63 C -3.08634 -6.69854 -3.02463
64 H 3.27831 4.84238 -0.84050
65 F -2.49862 1.41851 -3.23085
66 C -3.79813 -4.17013 -0.27590
67 H -0.76031 -5.55030 -2.21291
68 C -0.29097 1.02659 4.06908
69 F -4.06310 0.69760 -1.89944
70 H 4.75281 1.38547 1.26762
71 C -0.93916 -0.15172 3.35556
72 C 0.20527 5.90232 -0.75863
73 C -2.76385 1.18812 -1.88485
74 H 4.84717 -0.34884 2.43423
75 H -0.10270 -2.10260 -5.48115
76 C -1.32355 4.20514 0.79301
77 H 0.60761 2.94149 3.72197
78 C -2.88037 -5.66578 -1.94855
79 C 2.91149 -2.14110 4.55876
80 C 4.14563 4.36697 -0.37862
81 C 0.32168 -0.65702 -3.19873
82 O 0.23879 0.10778 0.96003
83 H 4.92262 4.26929 -1.13824
84 H 0.67806 4.15416 -1.91613
85 C 2.71694 -0.55948 2.28032
86 C 2.69110 3.24691 1.28409
87 H -1.15126 -0.98231 4.03163
88 C -3.96031 -5.15885 -1.23740
89 H 4.48819 0.73526 -3.80041
90 H -5.09564 -4.11208 1.43862
91 H -3.88909 -2.12623 -2.29807
92 H -5.90651 -3.79172 -0.10351
93 H 1.79742 3.70744 0.86302
94 C 3.95571 -0.78106 2.87226
95 C 1.61081 0.69297 -1.97118
96 F -2.97007 2.49756 -1.42167
97 H 0.17904 -3.63436 0.63174
98 H -2.16734 -3.34522 -6.02179
99 C -1.47453 3.16828 3.28851
100 C -1.41686 -4.18776 -0.70134
101 H -3.82431 -6.35667 -3.75333